No. 1
ORCA calculation (ωB97M-V/def2-TZVPD) on a molecular structure, C28H53BCl36N2O3.

Results
- lowest unoccupied orbital energy (eV) = -0.43
- HOMO-LUMO gap (eV) = 6.959
- HOMO level (eV) = -7.387

```
123
C28H53BCl36N2O3, DFT ωB97M-V/def2-TZVPD
C 2.33902 1.15541 -0.91138
C 3.26136 0.32407 -0.09151
C 3.02051 -1.22307 0.39312
C 1.50027 -1.56929 0.89639
C 0.97989 -1.08217 2.37214
C 2.16435 -0.68734 3.43448
N 1.92498 -0.93139 4.78633
C 0.23024 -1.42738 -0.12985
C -0.09968 -2.85825 -0.92148
C -1.69971 -3.18503 -1.20861
B -2.58381 -1.87259 -1.65575
O -2.63444 -1.30708 -3.04287
O -3.41401 -1.19660 -0.63957
C 0.59995 -3.85987 0.21860
O 0.38689 -5.15355 0.47197
N 1.57332 -3.08657 1.08033
H 2.57516 1.37176 -2.05889
H 1.29991 1.59560 -0.52558
H 4.30344 0.81929 0.20410
H 3.28971 -1.94871 -0.50279
H 3.76466 -1.46735 1.28684
H 0.14547 -0.23163 2.30129
H 0.40836 -2.01685 2.84678
H 3.17920 -0.18679 3.13589
H 2.78052 -0.62383 5.33962
H -0.68542 -1.38875 0.63535
H 0.05773 -0.43907 -0.73205
H 0.52509 -2.88533 -1.91958
H -1.73657 -4.00774 -2.07211
H -2.18748 -3.59469 -0.20346
H -1.80545 -0.71471 -3.11713
H -2.94118 -0.41025 -0.22295
H 2.58107 -3.41916 1.02634
C 0.39751 -4.59691 5.48446
Cl 1.98733 -4.30692 6.20106
Cl 0.43507 -4.35407 3.73385
H 0.09491 -5.62568 5.69455
H -0.32301 -3.90321 5.92449
C -3.23384 -2.48720 5.74068
Cl -2.20768 -1.20864 5.07933
Cl -2.27452 -3.67713 6.62882
H -3.96480 -2.04122 6.41956
H -3.75119 -2.98883 4.91927
C 0.94798 -0.52569 -3.89162
Cl 2.43929 -0.65349 -2.95100
Cl -0.29391 0.35954 -2.99772
H 1.15986 0.00283 -4.82428
H 0.57936 -1.53037 -4.11240
C -1.42370 4.30061 -3.23794
Cl -0.13333 3.58426 -2.26484
Cl -1.09456 6.00433 -3.57562
H -1.49876 3.75848 -4.18373
H -2.36679 4.22193 -2.69169
C 1.80835 8.36675 -4.79747
Cl 3.01056 8.81878 -3.58278
Cl 0.20388 8.96433 -4.35750
H 2.09637 8.79628 -5.76009
H 1.77329 7.27738 -4.87521
C -3.44821 -0.25989 8.77076
Cl -3.43370 -2.00238 9.06852
Cl -4.73267 0.18131 7.63917
H -3.61306 0.26131 9.71694
H -2.48494 0.03702 8.34892
C 3.84311 6.49361 -7.51839
Cl 3.35635 6.05123 -5.87751
Cl 3.51794 8.20124 -7.83969
H 4.91360 6.30732 -7.63430
H 3.28318 5.88440 -8.23207
C 7.11822 5.67832 -4.69997
Cl 6.41780 4.12338 -4.23446
Cl 7.45118 5.73192 -6.43526
H 6.41433 6.47525 -4.44795
H 8.05305 5.82531 -4.15362
C 2.24949 0.12902 -7.92845
Cl 3.74080 0.00122 -6.98782
Cl 1.00760 1.01425 -7.03454
H 2.46136 0.65754 -8.86110
H 1.88086 -0.87566 -8.14922
C -4.63667 -5.96264 4.46754
Cl -2.88286 -5.95444 4.24576
Cl -5.30079 -4.32890 4.34577
H -5.08991 -6.58940 3.69565
H -4.86851 -6.36822 5.45534
C 5.70848 1.16366 -9.77758
Cl 4.05883 0.76496 -10.27239
Cl 5.92093 2.91171 -9.62208
H 5.91411 0.69305 -8.81305
H 6.40638 0.78586 -10.52872
C -5.06167 1.12971 1.21906
Cl -4.04005 0.17566 2.30127
Cl -4.50399 2.80486 1.13042
H -5.02838 0.69025 0.21914
H -6.08785 1.11575 1.59425
C -2.87678 3.61259 4.57356
Cl -1.85062 4.89115 3.91221
Cl -1.91747 2.42266 5.46170
H -3.60775 4.05857 5.25244
H -3.39414 3.11096 3.75215
C -1.97595 5.16109 -7.06307
Cl -0.93964 3.73903 -6.89302
Cl -3.40281 5.03581 -6.02703
H -1.40810 6.05091 -6.78050
H -2.29819 5.24412 -8.10387
C 0.98653 1.80064 7.67592
Cl 2.31117 1.43207 8.78704
Cl -0.43625 0.81412 8.03296
H 0.72180 2.85612 7.77568
H 1.31298 1.59720 6.65316
C -6.08847 -9.06387 5.78705
Cl -4.49866 -8.77388 6.50365
Cl -6.05091 -8.82103 4.03645
H -6.39107 -10.09264 5.99714
H -6.80900 -8.37017 6.22708
C 2.96685 5.07533 -0.68922
Cl 2.88343 3.33941 -1.01286
Cl 3.46628 5.38830 0.97740
H 3.69177 5.52951 -1.36914
H 1.98046 5.51575 -0.85371
C -2.36342 -10.80989 3.22925
Cl -4.01307 -11.20859 2.73445
Cl -2.15097 -9.06184 3.38475
H -2.15779 -11.28050 4.19378
H -1.66552 -11.18769 2.47812
```

No. 2
ORCA calculation (ωB97M-V/def2-TZVPD) on a single C3H4BrNO molecule.

Results
- lowest unoccupied orbital energy (eV) = 0.26
- SMILES string = O=C1CCN1Br
- HOMO-LUMO gap (eV) = 9.532
- HOMO level (eV) = -9.276

```
10
C3H4BrNO, DFT ωB97M-V/def2-TZVPD
O 0.90449 2.23161 -0.10029
C 0.41314 1.15099 -0.10754
C -0.95293 0.36856 0.09814
C -0.21479 -0.90098 0.00257
N 1.02614 -0.26757 -0.51011
Br 2.80235 -0.62610 -0.01558
H -1.39275 0.45409 1.08775
H -1.77444 0.75100 -0.47682
H -0.27987 -1.53024 0.89842
H -0.53136 -1.63137 -0.87655
```

No. 3
ORCA calculation (ωB97M-V/def2-TZVPD) on a molecular structure, C32H41AlBBeBr2ClCsF8I2N6O8PS2.

Results
- net charge = +2
- lowest unoccupied orbital energy (eV) = -8.90
- HOMO-LUMO gap (eV) = 1.002
- HOMO level (eV) = -9.905

```
107
C32H41AlBBeBr2ClCsF8I2N6O8PS2, DFT ωB97M-V/def2-TZVPD
C 1.62032 -0.39367 3.06181
C 2.51419 -0.99370 1.84817
I 4.60594 -0.30525 1.78818
C 2.01295 -1.93397 0.83983
I 3.45733 -2.58232 -0.70377
C 0.50385 -2.48753 0.87674
C 0.03685 -3.21408 2.29817
C -1.45922 -3.82985 2.55427
C -1.99966 -4.51267 3.93383
N -2.68191 -3.39614 4.71998
C -2.51477 -3.74569 1.30197
O -3.89556 -4.29165 1.41772
C -4.70083 -3.10673 1.65278
N -5.69883 -2.38144 1.77188
C -2.04251 -3.06136 -0.10698
C -0.56444 -2.38976 -0.39467
N -0.17445 -1.72936 -1.69237
P -0.99689 -0.14010 -1.71909
N -0.29802 0.88447 -0.65667
C -0.66298 -2.48741 -2.90887
C 0.29456 -2.61259 -4.19792
C 1.77290 -1.90294 -4.26158
C 1.58247 -0.56506 -5.18756
O 1.24815 -0.85112 -6.57988
C 2.86310 0.41943 -5.19365
N 2.62047 1.69533 -5.99889
C -0.20720 -3.46374 -5.47671
C -1.62708 -4.18779 -5.56228
C -2.60190 -4.03323 -4.31255
C -4.05513 -4.75204 -4.39052
C -3.93587 -6.32701 -4.04471
F -3.36951 -7.11415 -5.13022
C -2.11150 -3.21794 -3.05667
S -3.26950 -3.02238 -1.55598
H 0.60850 -0.03351 2.61536
H 2.20099 0.45590 3.58198
H 1.45698 -1.23540 3.85215
H 0.80216 -3.30896 3.22135
H -1.16454 -5.03264 4.52979
H -2.84810 -5.25371 3.61921
H -3.18761 -2.85108 3.97901
H -1.95626 -2.72839 5.06381
H -0.91316 0.48966 -3.02827
H -2.37983 -0.27065 -1.27831
H 0.02486 1.72390 -1.18850
H 1.96178 -1.50751 -3.16983
H 2.59653 -2.61611 -4.64000
H 0.68949 0.02119 -4.71172
H 1.98044 -1.34971 -7.03150
H 3.14988 0.78569 -4.12615
H 3.81386 -0.05966 -5.66212
H 2.61138 2.49619 -5.33990
H 1.67944 1.68876 -6.42759
H 0.48338 -3.58380 -6.41110
H -1.96619 -4.78645 -6.48981
H -4.84023 -4.25663 -3.70165
H -4.39543 -4.65660 -5.49951
H -3.40781 -6.50700 -3.01836
H -5.02959 -6.70997 -3.88715
Cs -0.69003 -4.86472 0.19689
B 5.17713 -4.77015 -4.94170
F 5.02770 -4.16023 -3.64217
F 6.56776 -5.02844 -5.19301
F 4.44176 -6.00728 -4.97591
F 4.66076 -3.87447 -5.94908
Be 1.59633 -0.76907 -1.38165
C 1.00741 4.27277 8.36483
C 1.91388 4.43465 7.15662
O 2.85976 3.35677 7.09296
C 2.41365 2.20440 6.53335
O 1.29200 2.04808 6.10330
C 3.53250 1.16708 6.48566
F 4.23171 1.09986 7.64198
F 4.43340 1.44020 5.51112
F 3.08027 -0.08475 6.24636
H 1.60476 4.17533 9.27802
H 0.30841 5.15366 8.48786
H 0.40209 3.36637 8.28069
H 2.49144 5.35744 7.25266
H 1.34402 4.50872 6.23075
C 1.16183 9.21023 8.49184
C 0.54282 9.82638 7.24326
C -0.41023 8.87424 6.51843
C 0.27834 7.68248 6.01196
N 0.82870 6.73393 5.62665
H 1.76629 8.33177 8.24722
H 1.81449 9.93381 8.98651
H 0.38795 8.90706 9.20264
H 1.34053 10.14954 6.56596
H -0.01222 10.72455 7.53374
H -0.87157 9.40209 5.67742
H -1.22120 8.57652 7.19019
C -3.48853 0.94574 -7.45596
C -2.24811 1.63261 -8.01139
O -1.28662 1.57113 -6.95683
S -1.52030 0.21156 -6.10459
O -0.59261 -0.78214 -6.58025
O -1.64504 0.56495 -4.71411
O -2.99882 -0.14945 -6.68044
H -4.04442 1.61302 -6.79056
H -4.15095 0.58773 -8.24603
H -2.43923 2.66732 -8.29874
H -1.84413 1.08624 -8.86894
Br 1.92652 -3.80147 4.39242
Br 1.44171 3.78509 -6.97652
Cl -0.49458 5.73540 7.21052
Al -8.15356 -1.92667 2.22104
```